1.
The following is a quantum chemistry calculation of C32H64Co2O28P as an isolated structure in a non-equilibrium geometry, from OMol25.

```
! RIJCOSX wB97M-V def2-TZVPD def2/J DEFGRID3
* xyz 1 7
Co -0.507 0.072 2.271
Co -1.328 -1.016 -1.311
P 0.518 -0.308 -0.158
O -0.870 -0.340 0.447
O 0.388 -1.763 -0.569
O 1.048 0.216 1.209
O 0.103 0.387 -1.397
C 1.389 -4.896 -0.050
C 1.478 -4.365 -1.507
O 2.565 -4.985 -2.231
C 2.532 -5.127 -3.587
O 1.554 -4.877 -4.307
O 3.644 -5.740 -3.944
C 3.913 -6.196 -5.314
H 1.022 -5.922 -0.036
H 0.770 -4.197 0.513
H 2.394 -4.954 0.367
H 1.787 -3.322 -1.437
H 0.538 -4.145 -2.011
H 4.894 -5.904 -5.689
H 3.133 -5.827 -5.980
H 3.861 -7.278 -5.434
C -3.280 3.435 -4.672
C -2.292 3.065 -3.543
O -3.102 2.797 -2.358
C -3.185 1.630 -1.671
O -2.692 0.531 -1.998
O -3.748 1.903 -0.420
C -4.022 0.910 0.515
H -3.989 2.647 -4.925
H -2.665 3.694 -5.534
H -3.924 4.263 -4.376
H -1.505 3.816 -3.468
H -1.842 2.126 -3.864
H -3.107 0.336 0.663
H -4.905 0.342 0.220
H -4.232 1.430 1.449
C 3.155 7.340 1.045
C 4.477 6.617 0.759
O 4.317 5.178 0.983
C 3.675 4.471 0.021
O 3.001 4.844 -0.939
O 3.973 3.155 0.259
C 3.437 2.106 -0.585
H 2.697 6.822 1.888
H 2.421 7.231 0.247
H 3.258 8.374 1.375
H 5.240 6.928 1.473
H 4.949 6.856 -0.194
H 2.509 1.740 -0.145
H 3.949 1.145 -0.548
H 3.291 2.301 -1.648
C 1.621 4.490 3.729
C 2.214 3.126 3.354
O 2.297 2.270 4.515
C 1.383 1.340 4.734
O 0.465 1.007 3.970
O 1.494 0.914 5.955
C 0.422 0.236 6.568
H 0.652 4.321 4.199
H 1.317 5.026 2.831
H 2.283 5.102 4.341
H 3.185 3.213 2.867
H 1.590 2.668 2.586
H 0.470 -0.744 6.094
H -0.492 0.790 6.355
H 0.628 0.053 7.622
C -2.305 4.946 4.813
C -1.983 3.702 4.018
O -1.734 4.152 2.673
C -1.197 3.380 1.767
O -0.933 2.197 1.916
O -0.866 4.154 0.801
C -0.337 3.515 -0.352
H -1.566 5.733 4.659
H -2.277 4.640 5.859
H -3.304 5.332 4.611
H -2.762 2.940 4.000
H -1.132 3.198 4.476
H -0.374 4.336 -1.069
H -0.886 2.639 -0.696
H 0.729 3.294 -0.295
C 3.973 -2.783 1.640
C 2.625 -2.316 2.052
O 2.120 -3.069 3.108
C 0.893 -2.765 3.597
O 0.062 -2.004 3.070
O 0.736 -3.465 4.681
C -0.552 -3.552 5.257
H 4.027 -3.871 1.591
H 4.749 -2.317 2.247
H 4.103 -2.429 0.617
H 2.004 -2.374 1.158
H 2.720 -1.275 2.361
H -0.385 -3.720 6.321
H -1.134 -4.360 4.815
H -1.095 -2.607 5.232
C -2.012 -4.988 -2.775
C -3.407 -4.786 -2.247
O -3.412 -4.651 -0.815
C -3.141 -3.537 -0.227
O -2.736 -2.514 -0.805
O -3.130 -3.805 1.072
C -2.924 -2.687 1.872
H -2.000 -5.603 -3.675
H -1.461 -5.631 -2.088
H -1.504 -4.048 -2.987
H -3.967 -5.619 -2.672
H -3.839 -3.935 -2.773
H -2.971 -2.996 2.916
H -3.581 -1.887 1.530
H -1.913 -2.408 1.575
C -3.700 -0.269 -5.644
C -3.139 -1.639 -5.315
O -1.726 -1.585 -5.618
C -0.910 -1.548 -4.550
O -1.251 -1.534 -3.342
O 0.348 -1.566 -4.967
C 1.427 -1.417 -4.030
H -3.719 -0.090 -6.719
H -3.031 0.499 -5.255
H -4.698 -0.001 -5.298
H -3.558 -2.305 -6.070
H -3.452 -1.823 -4.288
H 1.350 -0.562 -3.359
H 2.368 -1.402 -4.581
H 1.554 -2.272 -3.366
*
```

Relative energy (zero: lowest compared OMol25 entry of this formula, charge and spin), kJ/mol: 2.4
HOMO-LUMO gap (alpha / beta), eV: 8.56 / 8.32
LUMO (alpha / beta), Ha: -0.078 / -0.090
Expectation value of S²: 12.012

2.
The following is a quantum chemistry calculation of a 2-piece molecular cluster, C3H2NS2 overall in a non-equilibrium geometry, from OMol25.

```
! RIJCOSX wB97M-V def2-TZVPD def2/J DEFGRID3
* xyz -1 1
C 0.240 -0.629 0.560
C 1.101 0.942 -0.521
C -0.967 -0.065 0.172
N 1.416 -0.090 0.217
S -3.010 -1.588 0.261
S -0.578 1.192 -0.875
H 0.092 -1.495 1.165
H 1.705 1.733 -0.979
*
```

Relative energy (zero: lowest compared OMol25 entry of this formula, charge and spin), kJ/mol: 294.2
HOMO-LUMO gap (alpha / beta), eV: 6.86 / 6.86
LUMO (alpha / beta), Ha: 0.122 / 0.122

3.
The following is a quantum chemistry calculation of one molecule with the formula CH4N2O2 in a non-equilibrium geometry, from OMol25.

```
! RIJCOSX wB97M-V def2-TZVPD def2/J DEFGRID3
* xyz 0 1
C 0.093 0.482 -0.222
H -1.611 -0.313 0.376
H -1.743 1.302 -0.443
H 1.807 -0.460 0.451
H -0.128 -1.264 1.518
N -1.269 0.570 0.184
N 0.819 -0.766 -0.239
O 0.591 1.527 -0.679
O -0.057 -1.626 0.656
*
```

SMILES: NC(=O)NO
Relative energy (zero: lowest compared OMol25 entry of this formula, charge and spin), kJ/mol: 213.4
HOMO-LUMO gap, eV: 10.69
LUMO, Ha: 0.013

4.
The following is a quantum chemistry calculation of C29H22Br2CoN8O3S as an isolated structure in a non-equilibrium geometry, from OMol25.

```
! RIJCOSX wB97M-V def2-TZVPD def2/J DEFGRID3
* xyz 0 4
Co -0.096 -0.016 1.008
Br -3.612 5.426 0.072
C -2.600 3.854 0.356
C -1.904 3.285 -0.702
C -1.179 2.137 -0.444
N -1.117 1.550 0.769
C -1.807 2.129 1.779
C -2.562 3.280 1.622
C -1.617 1.360 2.987
C -2.150 1.613 4.240
C -1.827 0.729 5.264
Br -2.521 1.016 7.000
C -1.001 -0.361 5.025
C -0.520 -0.527 3.741
N -0.809 0.307 2.722
H -1.918 3.714 -1.696
H -0.611 1.640 -1.225
H -3.105 3.722 2.448
H -2.793 2.464 4.424
H -0.736 -1.063 5.807
H 0.131 -1.359 3.485
O -3.005 0.307 -7.134
S -2.161 1.070 -8.060
O -1.434 0.244 -9.029
O -2.809 2.262 -8.614
C -0.804 1.768 -6.984
N 0.084 2.588 -7.592
C 1.041 3.053 -6.784
C 1.136 2.738 -5.441
C 0.173 1.889 -4.910
N -0.810 1.394 -5.683
C 0.137 1.453 -3.490
C -0.818 0.517 -3.057
C -0.844 0.114 -1.730
N 0.010 0.568 -0.791
C 0.921 1.468 -1.207
C 1.023 1.931 -2.513
H 1.763 3.711 -7.257
H 1.945 3.151 -4.858
H -1.547 0.100 -3.751
H -1.580 -0.608 -1.387
H 1.598 1.827 -0.436
H 1.791 2.661 -2.736
N 0.474 -1.328 2.205
C 0.830 -2.145 2.949
C 1.269 -3.153 3.869
C 0.400 -3.630 4.856
C 0.829 -4.612 5.751
C 2.125 -5.119 5.661
C 2.995 -4.646 4.678
C 2.569 -3.664 3.782
H -0.614 -3.241 4.935
H 0.153 -4.982 6.518
H 2.458 -5.884 6.359
H 4.005 -5.043 4.611
H 3.255 -3.303 3.019
N 1.176 -2.546 0.259
C 2.061 -3.117 -0.609
C 2.503 -2.101 -1.423
C 1.824 -0.958 -0.963
N 1.014 -1.227 0.063
H 0.650 -2.990 1.004
H 2.291 -4.171 -0.570
H 3.214 -2.174 -2.233
H 1.886 0.058 -1.333
H 1.178 0.869 1.371
*
```

HOMO-LUMO gap (alpha / beta), eV: 5.31 / 5.26
LUMO (alpha / beta), Ha: -0.064 / -0.066
Expectation value of S²: 3.786

5.
The following is a quantum chemistry calculation of a 3-piece molecular cluster, C32H73OP2 overall in a non-equilibrium geometry, from OMol25.

```
! RIJCOSX wB97M-V def2-TZVPD def2/J DEFGRID3
* xyz 2 2
O 6.926 6.086 3.193
H 7.425 5.657 2.471
C 9.221 9.872 -1.282
C 8.947 10.212 0.147
C 8.962 9.024 1.219
C 7.536 8.555 1.449
P 6.517 9.193 2.850
C 7.470 8.995 4.327
C 6.935 9.343 5.783
C 8.170 9.425 6.694
C 7.814 9.997 8.114
C 4.756 8.595 2.906
C 3.908 8.931 1.654
C 2.944 7.879 1.144
C 3.651 6.690 0.475
C 6.222 11.013 2.442
C 5.669 11.847 3.579
C 5.431 13.250 3.181
C 3.929 13.512 2.631
H 10.054 9.171 -1.331
H 9.427 10.656 -2.012
H 8.481 9.354 -1.892
H 8.018 10.746 0.349
H 9.678 10.967 0.435
H 9.253 9.456 2.177
H 9.720 8.242 1.174
H 7.515 7.465 1.461
H 6.953 8.721 0.543
H 8.367 9.572 4.101
H 7.692 7.931 4.244
H 6.295 8.503 6.050
H 6.438 10.311 5.715
H 8.931 10.080 6.271
H 8.643 8.447 6.783
H 8.577 9.669 8.820
H 6.967 9.514 8.602
H 7.712 11.077 8.226
H 4.359 9.032 3.822
H 4.652 7.528 3.102
H 4.650 9.067 0.867
H 3.472 9.929 1.664
H 2.306 8.255 0.344
H 2.328 7.518 1.968
H 3.016 6.202 -0.265
H 3.996 5.894 1.135
H 4.495 7.052 -0.112
H 5.560 11.108 1.581
H 7.211 11.449 2.302
H 6.410 11.888 4.377
H 4.731 11.402 3.911
H 6.111 13.582 2.397
H 5.701 13.907 4.007
H 3.559 12.558 2.255
H 3.622 14.266 1.907
H 3.316 13.453 3.531
C 4.830 -1.612 5.462
C 5.731 -0.526 5.911
C 5.460 0.873 5.465
C 6.236 2.089 6.084
P 6.577 3.515 4.957
C 7.688 4.731 5.933
C 7.128 5.323 7.265
C 8.153 5.843 8.156
C 7.720 6.504 9.519
C 7.266 2.898 3.299
C 8.533 2.013 3.604
C 9.865 2.505 3.058
C 10.405 3.730 3.845
C 4.949 4.187 4.532
C 4.243 4.929 5.650
C 2.787 4.908 5.511
C 2.280 5.510 4.150
H 4.691 -1.636 4.381
H 3.813 -1.465 5.826
H 5.070 -2.655 5.671
H 6.749 -0.718 5.573
H 5.794 -0.630 6.995
H 4.425 1.204 5.544
H 5.737 0.793 4.414
H 7.222 1.832 6.471
H 5.666 2.534 6.900
H 7.869 5.488 5.170
H 8.587 4.115 5.946
H 6.504 4.596 7.786
H 6.439 6.148 7.082
H 8.852 6.468 7.599
H 8.754 4.965 8.390
H 8.655 6.990 9.799
H 7.400 5.833 10.317
H 6.989 7.307 9.425
H 7.461 3.764 2.667
H 6.476 2.338 2.798
H 8.320 1.045 3.151
H 8.585 1.690 4.644
H 9.899 2.586 1.972
H 10.468 1.624 3.276
H 10.445 3.480 4.905
H 9.711 4.515 3.543
H 11.380 3.899 3.386
H 4.323 3.354 4.212
H 5.033 4.815 3.646
H 4.622 5.936 5.827
H 4.356 4.486 6.639
H 2.328 5.454 6.336
H 2.479 3.866 5.595
H 2.790 5.076 3.290
H 2.438 6.586 4.081
H 1.251 5.367 3.820
*
```

HOMO-LUMO gap (alpha / beta), eV: 10.93 / 6.87
LUMO (alpha / beta), Ha: -0.170 / -0.319
Expectation value of S²: 0.753